A cluster of 2 separate species, CH5NP2 in total at a distorted geometry, computed with ωB97M-V/def2-TZVPD.

Each line ends with the natural charge from an NBO analysis.
CARTESIAN COORDINATES (ANGSTROEM)
H  -2.842  -0.535  -0.785  -0.09
P  0.324  1.194  0.008  0.81
H  0.360  -0.780  1.178  0.22
P  -2.152  -0.367  0.338  0.79
N  -1.192  0.612  -0.437  -1.19
H  1.362  -1.156  -0.160  0.23
C  1.159  -0.432  0.542  -0.91
H  0.884  1.729  -1.801  -0.09
H  2.097  -0.266  1.117  0.24

Kohn-Sham gap = 7.336 eV
multiplicity = 1
E = -21182.3411 eV
E_LUMO = -0.88 eV
HOMO = -8.2 eV

---

A cluster of 2 separate species, CH5NP2 in total at a distorted geometry, computed with ωB97M-V/def2-TZVPD.

Each line ends with the natural charge from an NBO analysis.
CARTESIAN COORDINATES (ANGSTROEM)
H  0.670  1.431  -1.499  -0.08
H  2.408  -0.014  -0.137  0.25
P  0.576  1.452  -0.128  0.48
H  -3.088  -1.328  0.420  -0.08
N  -2.263  0.758  0.025  -0.76
H  0.952  -1.046  -0.243  0.24
C  1.432  -0.100  0.309  -1.02
H  1.239  -0.444  1.334  0.25
P  -1.927  -0.709  -0.082  0.72

Kohn-Sham gap (alpha / beta) = 8.428 / 6.968 eV
multiplicity = 1
E = -21180.9451 eV
E_LUMO (alpha / beta) = -0.77 / -1.08 eV
HOMO (alpha / beta) = -9.2 / -8.1 eV

---

A cluster of 2 separate species, CH5NS in total at a distorted geometry, computed with ωB97M-V/def2-TZVPD.

Each line ends with the natural charge from an NBO analysis.
CARTESIAN COORDINATES (ANGSTROEM)
H  -0.807  -0.875  1.252  0.16
N  0.720  0.478  0.807  -0.81
H  1.398  0.174  1.498  0.36
H  -0.643  0.046  -2.141  0.07
H  -1.150  0.469  -0.026  0.18
H  1.157  0.868  -0.051  0.38
C  -0.485  0.061  0.738  -0.29
S  -0.190  -1.221  -2.076  -1.04

Kohn-Sham gap (alpha / beta) = 5.830 / 6.795 eV
charge = -1
multiplicity = 2
E = -13441.9293 eV
E_LUMO (alpha / beta) = 4.55 / 4.47 eV
HOMO (alpha / beta) = -1.3 / -2.3 eV

---

An isolated molecule of CH5NS at a distorted geometry, computed with ωB97M-V/def2-TZVPD.

Each line ends with the natural charge from an NBO analysis.
CARTESIAN COORDINATES (ANGSTROEM)
C  -0.205  0.121  -0.890  -0.42
H  -0.722  1.059  -1.253  0.21
H  -0.776  -0.694  -0.835  0.20
H  0.657  -0.004  -1.623  0.17
N  0.004  0.551  0.441  -0.58
S  0.694  -1.000  1.721  0.00
H  -0.466  -1.213  1.982  0.08
H  0.814  1.180  0.456  0.35

Kohn-Sham gap = 9.217 eV
multiplicity = 1
E = -13440.9357 eV
SMILES = CNS
E_LUMO = -0.06 eV
HOMO = -9.3 eV

---

A structure of composition CH5O2 at a distorted geometry, computed with ωB97M-V/def2-TZVPD.

Each line ends with the natural charge from an NBO analysis.
CARTESIAN COORDINATES (ANGSTROEM)
H  1.044  2.092  1.034  0.19
H  -0.607  -2.072  -1.066  0.55
C  0.612  1.088  1.024  0.43
H  0.106  0.730  1.930  0.18
O  -0.782  -1.134  -0.903  -0.88
H  -1.170  -0.785  -1.723  0.53
O  0.859  0.316  0.087  -0.54
H  -0.062  -0.234  -0.384  0.53

Kohn-Sham gap = 11.365 eV
charge = +1
multiplicity = 1
E = -5204.0773 eV
E_LUMO = -6.05 eV
HOMO = -17.4 eV

---

An isolated molecule of CH5O2P at a distorted geometry, computed with ωB97M-V/def2-TZVPD.

Each line ends with the natural charge from an NBO analysis.
CARTESIAN COORDINATES (ANGSTROEM)
O  -0.707  0.109  1.344  -0.72
H  -0.383  -0.762  1.510  0.47
C  -0.269  0.469  0.111  0.15
H  1.547  0.444  -1.381  -0.02
H  1.220  -1.132  -0.143  -0.03
O  -0.754  -0.403  -0.878  -0.73
P  1.570  0.183  -0.045  0.26
H  -0.625  1.712  -0.040  0.16
H  -1.598  -0.620  -0.478  0.47

Kohn-Sham gap = 10.312 eV
multiplicity = 1
E = -14499.9409 eV
SMILES = OC(O)P
E_LUMO = 0.78 eV
HOMO = -9.5 eV

---

A cluster of 2 separate species, CH5O2P in total at a distorted geometry, computed with ωB97M-V/def2-TZVPD.

Each line ends with the natural charge from an NBO analysis.
CARTESIAN COORDINATES (ANGSTROEM)
H  1.809  -1.040  -0.261  0.01
O  -1.095  1.023  0.360  -0.70
H  -0.732  1.894  0.153  0.50
H  1.601  -0.035  1.452  -0.04
C  -0.256  0.047  -0.027  0.41
O  -0.704  -1.183  0.189  -0.68
H  -0.488  0.229  -2.096  -0.30
H  -1.675  -1.208  0.147  0.50
P  1.539  0.274  0.083  0.31

Kohn-Sham gap (alpha / beta) = 8.191 / 8.188 eV
multiplicity = 1
E = -14497.6774 eV
E_LUMO (alpha / beta) = 0.36 / 0.35 eV
HOMO (alpha / beta) = -7.8 / -7.8 eV

---

A cluster of 2 separate species, CH5O3 in total, computed with ωB97M-V/def2-TZVPD.

Each line ends with the natural charge from an NBO analysis.
CARTESIAN COORDINATES (ANGSTROEM)
H  -2.485  -0.999  0.654  0.55
H  -2.940  0.545  0.638  0.56
H  -1.294  0.132  0.171  0.55
O  -0.098  0.387  -0.444  -0.66
O  1.937  0.008  0.237  -0.59
H  1.103  -0.959  -1.344  0.15
H  2.706  -0.549  0.072  0.52
C  0.951  -0.209  -0.565  0.72
O  -2.204  -0.076  0.691  -0.81

Kohn-Sham gap = 12.546 eV
charge = +1
multiplicity = 1
E = -7252.9318 eV
E_LUMO = -3.99 eV
HOMO = -16.5 eV

---

A cluster of 2 separate species, CH5OPS in total at a distorted geometry, computed with ωB97M-V/def2-TZVPD.

Each line ends with the natural charge from an NBO analysis.
CARTESIAN COORDINATES (ANGSTROEM)
S  -1.616  3.206  1.402  -0.10
P  -0.202  0.354  0.265  0.93
H  0.538  -1.909  -0.584  0.23
H  -0.809  1.404  -1.661  0.52
H  1.551  -1.095  0.551  0.24
H  1.120  0.929  0.009  -0.10
C  0.489  -1.369  0.268  -0.95
O  -0.942  0.519  -1.161  -1.02
H  -0.129  -2.038  0.911  0.24

Kohn-Sham gap (alpha / beta) = 6.454 / 6.437 eV
multiplicity = 1
E = -23285.9655 eV
E_LUMO (alpha / beta) = -2.34 / -2.36 eV
HOMO (alpha / beta) = -8.8 / -8.8 eV

---

A cluster of 2 separate species, CH5OS in total at a distorted geometry, computed with ωB97M-V/def2-TZVPD.

Each line ends with the natural charge from an NBO analysis.
CARTESIAN COORDINATES (ANGSTROEM)
H  0.239  0.344  0.428  0.15
H  0.559  1.870  -0.297  0.17
H  0.336  -1.291  0.319  0.47
H  -0.733  -1.452  1.321  0.47
C  0.181  0.940  -0.512  -0.77
H  0.809  0.477  -1.220  0.16
O  0.057  -1.824  0.978  -0.95
S  -1.448  0.936  -1.016  -0.71

Kohn-Sham gap = 6.552 eV
charge = -1
multiplicity = 1
E = -14000.9248 eV
E_LUMO = 4.46 eV
HOMO = -2.1 eV

---

A cluster of 2 separate species, CH5P3 in total at a distorted geometry, computed with ωB97M-V/def2-TZVPD.

Each line ends with the natural charge from an NBO analysis.
CARTESIAN COORDINATES (ANGSTROEM)
C  1.607  -1.609  -1.093  -0.53
H  -2.972  0.885  1.646  -0.02
H  2.047  -2.517  -0.744  0.17
P  -2.114  1.513  2.424  0.06
H  -2.318  2.691  1.796  -0.02
H  2.237  -0.660  -1.202  0.19
P  -0.004  -0.803  1.587  0.04
H  0.520  -1.657  -1.250  0.18
P  -0.519  1.010  0.992  -0.08

Kohn-Sham gap (alpha / beta) = 7.400 / 7.175 eV
multiplicity = 1
E = -28980.0438 eV
E_LUMO (alpha / beta) = -1.18 / -0.80 eV
HOMO (alpha / beta) = -8.6 / -8.0 eV

---

An isolated molecule of CH5PS2 at a distorted geometry, computed with ωB97M-V/def2-TZVPD.

Each line ends with the natural charge from an NBO analysis.
CARTESIAN COORDINATES (ANGSTROEM)
H  -1.462  1.127  -1.734  0.23
H  -0.821  1.961  -0.317  0.24
H  -0.075  -0.921  -1.498  -0.05
S  1.114  -0.336  1.037  -0.23
H  1.680  -2.244  2.947  0.14
S  0.617  -1.380  2.754  -0.14
H  0.315  1.209  -1.758  0.23
C  -0.648  1.135  -1.090  -0.94
P  -0.720  -0.550  -0.340  0.52

Kohn-Sham gap = 9.168 eV
multiplicity = 1
E = -32076.6294 eV
SMILES = CPSS
E_LUMO = 0.47 eV
HOMO = -8.7 eV

---

A cluster of 2 separate species, CH5PS2 in total at a distorted geometry, computed with ωB97M-V/def2-TZVPD.

Each line ends with the natural charge from an NBO analysis.
CARTESIAN COORDINATES (ANGSTROEM)
P  0.070  0.786  0.882  0.52
H  1.840  0.262  -0.536  0.23
H  1.558  -1.322  0.379  0.24
H  1.162  1.534  1.714  0.00
C  1.129  -0.451  -0.187  -0.87
H  -2.285  -1.487  -0.540  0.08
H  0.434  -0.633  -0.966  0.23
S  -3.171  -0.571  -0.179  -0.11
S  -0.738  1.883  -0.567  -0.33

Kohn-Sham gap (alpha / beta) = 7.106 / 6.552 eV
multiplicity = 1
E = -32074.6012 eV
E_LUMO (alpha / beta) = -2.16 / -2.18 eV
HOMO (alpha / beta) = -9.3 / -8.7 eV

---

A cluster of 2 separate species, CH5PS2 in total at a distorted geometry, computed with ωB97M-V/def2-TZVPD.

Each line ends with the natural charge from an NBO analysis.
CARTESIAN COORDINATES (ANGSTROEM)
H  4.897  0.044  1.682  -0.07
S  -0.965  0.876  -0.051  -0.06
H  -0.270  -0.262  0.136  0.13
C  -2.568  -0.012  -0.357  -0.70
H  -2.923  0.379  -1.206  0.21
H  -2.515  -1.003  -0.600  0.22
S  2.975  -0.463  -0.148  -0.34
P  4.746  0.352  0.194  0.41
H  -3.376  0.089  0.349  0.21

Kohn-Sham gap = 7.285 eV
multiplicity = 1
E = -32075.6882 eV
SMILES = P=S.CS
E_LUMO = -1.73 eV
HOMO = -9.0 eV

---

An isolated molecule of CH5PS2 at a distorted geometry, computed with ωB97M-V/def2-TZVPD.

Each line ends with the natural charge from an NBO analysis.
CARTESIAN COORDINATES (ANGSTROEM)
H  -1.254  -0.516  2.195  -0.03
C  1.539  0.860  -0.929  -0.68
P  -0.710  -1.422  1.351  0.41
H  2.505  0.207  -0.937  0.22
S  -2.390  -1.797  0.151  -0.30
S  0.350  0.446  0.561  -0.24
H  1.204  0.797  -1.952  0.22
H  -3.032  -0.523  0.351  0.17
H  1.789  1.947  -0.791  0.23

Kohn-Sham gap = 8.739 eV
multiplicity = 1
E = -32076.1918 eV
SMILES = CSPS
E_LUMO = 0.04 eV
HOMO = -8.7 eV

---

A cluster of 2 separate species, CH5S2 in total at a distorted geometry, computed with ωB97M-V/def2-TZVPD.

Each line ends with the natural charge from an NBO analysis.
CARTESIAN COORDINATES (ANGSTROEM)
C  0.979  0.532  1.563  -0.75
S  1.344  -0.467  0.104  -0.28
H  1.861  1.180  1.752  0.19
H  -1.530  0.701  -2.057  0.10
H  0.131  1.191  1.389  0.23
H  0.718  -0.046  2.503  0.19
H  0.031  -0.240  -0.524  0.18
S  -1.783  0.096  -0.865  -0.86

Kohn-Sham gap = 6.952 eV
charge = -1
multiplicity = 1
E = -22789.5097 eV
E_LUMO = 3.89 eV
HOMO = -3.1 eV

---

A cluster of 2 separate species, CH5S3 in total at a distorted geometry, computed with ωB97M-V/def2-TZVPD.

Each line ends with the natural charge from an NBO analysis.
CARTESIAN COORDINATES (ANGSTROEM)
H  0.296  -0.338  2.820  0.21
S  -1.066  0.767  -0.759  -0.66
H  1.533  -1.085  -2.983  0.12
H  -0.295  -0.457  -2.176  0.21
S  -0.261  -0.733  0.601  -0.06
S  0.363  -0.624  -3.494  -0.49
C  -0.038  0.379  2.085  -0.75
H  -1.035  0.823  2.147  0.22
H  0.502  1.269  1.758  0.22

Kohn-Sham gap = 6.431 eV
charge = -1
multiplicity = 1
E = -33624.6379 eV
E_LUMO = 3.58 eV
HOMO = -2.9 eV

---

A cluster of 2 separate species, CH5S3 in total at a distorted geometry, computed with ωB97M-V/def2-TZVPD.

Each line ends with the natural charge from an NBO analysis.
CARTESIAN COORDINATES (ANGSTROEM)
H  1.164  -1.908  0.517  0.22
H  2.808  -0.926  0.313  0.21
H  1.531  -1.070  -0.993  0.22
H  -3.563  0.939  -0.877  0.12
S  0.870  0.338  0.900  -0.11
S  0.064  1.766  -0.470  -0.65
H  -1.635  1.006  0.196  0.20
C  1.772  -1.139  0.091  -0.75
S  -3.011  0.994  0.322  -0.46

Kohn-Sham gap = 6.234 eV
charge = -1
multiplicity = 1
E = -33624.3849 eV
E_LUMO = 3.60 eV
HOMO = -2.6 eV

---

A cluster of 2 separate species, CH6BNO2 in total at a distorted geometry, computed with ωB97M-V/def2-TZVPD.

Each line ends with the natural charge from an NBO analysis.
CARTESIAN COORDINATES (ANGSTROEM)
H  -1.833  0.569  2.197  0.49
N  1.078  0.189  -0.501  -0.97
H  -1.025  0.059  -0.682  0.23
H  -0.035  -1.369  -1.437  0.19
H  0.029  0.218  -2.360  0.22
B  1.227  0.050  0.847  1.13
O  -1.742  0.255  1.362  -0.94
O  1.367  -0.127  2.050  -0.82
H  -0.915  0.082  0.986  0.46
C  -0.093  -0.205  -1.315  -0.41
H  1.942  0.279  -1.149  0.43

Kohn-Sham gap = 10.487 eV
multiplicity = 1
E = -7396.4399 eV
SMILES = CNB=O.O
E_LUMO = 0.25 eV
HOMO = -10.2 eV

---

A cluster of 2 separate species, CH6Cl3NSi2 in total at a distorted geometry, computed with ωB97M-V/def2-TZVPD.

Each line ends with the natural charge from an NBO analysis.
CARTESIAN COORDINATES (ANGSTROEM)
Si  -1.797  1.845  0.188  1.09
Cl  0.090  -1.931  -1.691  0.00
Cl  2.216  -3.081  -0.119  0.06
H  1.611  1.305  1.291  -0.14
H  -1.798  1.956  1.632  -0.16
H  -1.026  -0.332  -0.205  0.41
Si  0.732  0.079  1.067  0.84
H  0.643  -1.221  1.826  -0.15
C  1.705  -1.649  -0.960  -0.13
H  -1.434  2.787  -0.835  -0.17
H  -3.047  1.159  -0.155  -0.19
Cl  2.803  -1.379  -2.311  0.04
N  -0.697  0.461  0.272  -1.50

Kohn-Sham gap (alpha / beta) = 6.147 / 7.402 eV
multiplicity = 3
E = -55942.2649 eV
E_LUMO (alpha / beta) = 0.56 / -2.52 eV
HOMO (alpha / beta) = -5.6 / -9.9 eV